1.
Below is a cluster of 12 separate species, C62H158N10O22 in total, with properties calculated with ωB97M-V/def2-TZVPD.

lowest unoccupied orbital energy: 0.45 eV
energy above the lowest of the compared OMol25 structures with the same formula, charge and spin: 65.6 kcal per mole
highest occupied orbital energy: -8.316 eV
2S+1: 1
HOMO-LUMO gap: 8.77 eV
SMILES: COCCNCCOC.COCCNCCOC.COCCNCCOC.COCCNCCOC.COCCNCCOC.COCCNCCOC.COCCNCCOC.COCCNCCOC.COCCNCCOC.COCCNCCOC.CO.CO

CARTESIAN COORDINATES (ANGSTROEM)
C -1.363 5.420 -9.544
O -1.129 4.598 -8.398
C -0.512 3.368 -8.750
C -0.514 2.482 -7.545
N -1.911 2.136 -7.179
C -1.957 1.297 -6.001
C -3.352 1.113 -5.435
O -3.841 2.369 -5.127
C -5.057 2.386 -4.429
H -0.454 5.822 -10.079
H -1.809 6.368 -9.209
H -1.993 4.949 -10.330
H 0.564 3.562 -9.055
H -0.974 2.901 -9.584
H 0.048 2.978 -6.716
H -0.072 1.516 -7.818
H -2.463 2.948 -7.044
H -1.330 1.704 -5.205
H -1.562 0.332 -6.276
H -3.277 0.519 -4.506
H -4.066 0.543 -6.096
H -5.103 3.371 -3.924
H -5.176 1.557 -3.718
H -5.861 2.350 -5.206
C 6.156 0.556 5.626
O 5.252 0.634 6.665
C 3.997 0.005 6.342
C 3.099 -0.142 7.556
N 3.627 -1.082 8.516
C 2.802 -1.413 9.721
C 2.730 -0.178 10.702
O 1.992 -0.704 11.803
C 2.130 0.086 12.973
H 6.979 1.266 5.790
H 5.706 0.886 4.696
H 6.558 -0.430 5.454
H 4.116 -1.005 5.959
H 3.450 0.583 5.549
H 2.127 -0.507 7.170
H 2.825 0.877 7.856
H 4.565 -0.916 8.774
H 3.255 -2.246 10.235
H 1.789 -1.688 9.338
H 2.343 0.791 10.346
H 3.731 0.108 11.011
H 3.067 -0.108 13.559
H 1.266 -0.270 13.624
H 1.925 1.176 12.749
C -5.129 8.259 -0.678
O -3.867 7.741 -0.946
C -3.454 7.950 -2.273
C -1.997 7.504 -2.357
N -1.753 6.123 -2.077
C -1.792 5.345 -3.293
C -1.824 3.858 -2.899
O -3.028 3.727 -2.164
C -3.114 2.470 -1.597
H -5.833 7.757 -1.368
H -5.101 9.313 -0.879
H -5.379 7.939 0.340
H -3.532 9.008 -2.546
H -4.019 7.351 -2.944
H -1.462 8.010 -1.581
H -1.591 7.787 -3.332
H -2.481 5.851 -1.405
H -0.877 5.484 -3.907
H -2.620 5.535 -3.990
H -0.928 3.591 -2.360
H -1.893 3.193 -3.807
H -2.874 1.634 -2.302
H -4.150 2.334 -1.262
H -2.428 2.432 -0.757
C 2.032 0.318 -5.539
O 1.674 1.362 -4.718
C 2.771 2.150 -4.368
C 2.249 3.264 -3.505
N 3.227 4.057 -2.850
C 3.878 3.478 -1.672
C 3.025 3.734 -0.447
O 3.474 2.933 0.583
C 2.741 3.132 1.816
H 2.328 0.653 -6.563
H 1.125 -0.305 -5.615
H 2.906 -0.293 -5.209
H 3.241 2.510 -5.293
H 3.418 1.491 -3.816
H 1.602 2.823 -2.733
H 1.560 3.925 -4.036
H 2.925 4.996 -2.702
H 4.840 3.948 -1.483
H 4.003 2.445 -1.809
H 1.944 3.610 -0.637
H 3.069 4.801 -0.151
H 2.665 4.185 1.990
H 3.209 2.570 2.581
H 1.719 2.817 1.623
C -1.013 4.839 1.231
O -0.296 4.265 2.268
C -0.436 5.000 3.492
C 0.256 4.306 4.661
N -0.330 3.033 5.075
C 0.265 1.894 4.410
C -0.259 0.614 4.914
O -0.103 0.602 6.337
C -0.892 -0.467 6.871
H -0.902 4.223 0.316
H -0.755 5.888 0.855
H -2.033 4.986 1.482
H -1.486 5.144 3.739
H 0.115 5.956 3.442
H 0.134 5.022 5.479
H 1.318 4.296 4.484
H -0.274 2.968 6.067
H 1.334 1.971 4.543
H 0.103 2.106 3.352
H 0.348 -0.232 4.496
H -1.313 0.409 4.640
H -1.957 -0.317 6.780
H -0.550 -0.508 7.883
H -0.631 -1.384 6.323
C -2.374 -2.822 -5.594
O -1.036 -2.588 -6.070
C -0.243 -3.790 -6.483
C 0.983 -3.169 -7.121
N 0.616 -2.492 -8.350
C 1.766 -1.935 -9.020
C 1.331 -1.227 -10.300
O 0.510 -0.119 -10.014
C -0.207 0.212 -11.168
H -2.958 -1.889 -5.497
H -2.382 -3.333 -4.606
H -2.939 -3.364 -6.357
H -0.783 -4.357 -7.235
H 0.052 -4.348 -5.569
H 1.579 -4.053 -7.476
H 1.589 -2.584 -6.454
H -0.040 -1.728 -8.108
H 2.519 -2.703 -9.207
H 2.313 -1.194 -8.368
H 0.806 -1.937 -10.937
H 2.257 -0.911 -10.850
H 0.477 0.247 -12.045
H -0.549 1.202 -11.019
H -0.920 -0.624 -11.398
C -1.926 -11.698 -1.006
O -0.935 -11.369 -0.008
C -0.705 -9.939 0.018
C 0.233 -9.524 1.161
N 0.292 -8.114 1.358
C 1.229 -7.383 0.547
C 1.709 -6.127 1.281
O 2.568 -5.405 0.477
C 3.195 -4.349 1.233
H -1.707 -11.142 -1.863
H -2.921 -11.427 -0.645
H -1.781 -12.763 -1.154
H -1.651 -9.407 0.217
H -0.310 -9.551 -0.940
H 1.245 -9.963 1.028
H -0.171 -9.954 2.092
H 0.467 -8.010 2.362
H 0.875 -7.095 -0.473
H 2.149 -8.015 0.315
H 2.122 -6.502 2.224
H 0.862 -5.522 1.629
H 3.986 -4.794 1.855
H 2.423 -3.823 1.827
H 3.680 -3.678 0.524
C -8.115 -0.406 0.373
O -7.563 0.146 1.568
C -8.440 0.997 2.201
C -7.768 1.609 3.425
N -6.394 1.988 3.151
C -5.540 2.273 4.313
C -4.186 2.667 3.778
O -3.732 1.577 2.962
C -2.543 1.964 2.303
H -7.260 -0.688 -0.267
H -8.628 0.341 -0.178
H -8.796 -1.223 0.546
H -9.404 0.634 2.541
H -8.666 1.821 1.502
H -7.760 0.844 4.252
H -8.408 2.417 3.821
H -6.030 1.270 2.549
H -5.524 1.506 5.073
H -5.968 3.113 4.853
H -3.550 2.836 4.635
H -4.236 3.626 3.169
H -1.781 2.299 3.021
H -2.834 2.797 1.687
H -2.131 1.126 1.720
C 1.791 -5.048 5.288
O 0.598 -5.018 4.572
C -0.590 -4.488 5.194
C -1.380 -3.723 4.149
N -0.710 -2.628 3.445
C -1.523 -1.957 2.512
C -1.739 -2.684 1.185
O -0.396 -3.080 0.783
C -0.544 -3.719 -0.489
H 2.554 -5.617 4.687
H 1.635 -5.556 6.279
H 2.124 -4.018 5.562
H -0.274 -3.742 5.919
H -1.211 -5.322 5.554
H -2.344 -3.342 4.578
H -1.761 -4.524 3.452
H 0.076 -3.048 2.948
H -1.128 -0.947 2.355
H -2.485 -1.725 3.031
H -2.096 -1.995 0.420
H -2.463 -3.468 1.332
H 0.481 -3.769 -0.951
H -1.255 -3.206 -1.181
H -0.862 -4.753 -0.343
C 4.342 -2.008 3.149
O 3.995 -1.501 1.871
C 2.836 -0.721 1.977
C 2.451 -0.222 0.602
N 0.996 0.019 0.664
C 0.476 0.856 -0.376
C 0.412 0.385 -1.867
O -0.642 -0.627 -1.995
C -0.677 -1.299 -3.233
H 4.619 -1.190 3.832
H 5.247 -2.662 3.042
H 3.498 -2.492 3.605
H 2.952 0.074 2.716
H 2.048 -1.415 2.253
H 2.669 -1.104 -0.025
H 2.957 0.652 0.188
H 0.526 -0.902 0.521
H 0.934 1.847 -0.342
H -0.572 1.107 -0.133
H 1.350 0.000 -2.283
H 0.063 1.161 -2.545
H -1.404 -2.120 -3.200
H 0.336 -1.693 -3.447
H -0.845 -0.640 -4.076
C 6.464 -3.304 0.140
O 7.865 -3.006 0.122
H 6.336 -4.282 -0.224
H 6.045 -3.306 1.131
H 5.913 -2.587 -0.467
H 8.305 -3.479 -0.601
C 7.235 0.134 1.247
O 7.951 -0.740 2.126
H 6.184 0.201 1.524
H 7.585 1.171 1.223
H 7.306 -0.237 0.208
H 8.247 -1.447 1.533

=====

2.
Below is a structure of composition C62H39BF8I4N4OPSbSeTl, with properties calculated with ωB97M-V/def2-TZVPD.

lowest unoccupied orbital energy (alpha / beta): 2.64 / 1.82 eV
energy above the lowest of the compared OMol25 structures with the same formula, charge and spin: 80.7 kcal per mole
⟨S²⟩: 0.84
charge: -2
highest occupied orbital energy (alpha / beta): -1.998 / -1.991 eV
2S+1: 2
HOMO-LUMO gap (alpha / beta): 4.64 / 3.81 eV

CARTESIAN COORDINATES (ANGSTROEM)
Tl 0.132 -0.598 -0.011
I -5.430 -8.416 -0.202
C -3.915 -6.983 0.022
C -2.591 -7.392 0.023
C -1.591 -6.440 0.159
C -1.897 -5.088 0.290
C -3.239 -4.709 0.302
C -4.252 -5.647 0.166
C -0.842 -4.039 0.411
C 0.040 -3.870 -0.687
C 0.075 -4.687 -1.876
C 1.025 -4.152 -2.686
C 1.557 -3.001 -1.997
C 2.480 -2.086 -2.544
C 2.989 -2.393 -3.911
C 2.678 -1.550 -4.976
C 3.135 -1.820 -6.258
C 3.917 -2.943 -6.472
I 4.628 -3.354 -8.402
C 4.241 -3.799 -5.433
C 3.771 -3.518 -4.157
C 2.920 -0.884 -1.979
N 2.467 -0.363 -0.804
C 3.095 0.814 -0.615
C 2.915 1.674 0.507
C 3.563 3.013 0.412
C 3.112 3.920 -0.543
C 3.678 5.181 -0.654
C 4.715 5.528 0.196
I 5.593 7.426 0.031
C 5.188 4.644 1.151
C 4.604 3.389 1.253
C 2.221 1.374 1.676
C 2.190 2.181 2.888
C 1.528 1.460 3.811
C 1.085 0.245 3.149
N 1.504 0.228 1.860
C 0.308 -0.744 3.768
C -0.284 -1.846 3.121
C -1.207 -2.774 3.746
C -1.574 -3.658 2.795
C -0.839 -3.302 1.593
N -0.063 -2.200 1.837
C 0.185 -0.703 5.259
C -1.002 -0.379 5.905
C -1.069 -0.411 7.294
C 0.051 -0.776 8.020
I -0.060 -0.876 10.118
C 1.248 -1.091 7.399
C 1.305 -1.047 6.013
C 4.031 1.050 -1.694
C 3.929 -0.009 -2.536
N 0.947 -2.870 -0.786
H -2.339 -8.439 -0.076
H -0.554 -6.753 0.182
H -3.491 -3.660 0.404
H -5.287 -5.333 0.173
H -0.546 -5.543 -2.087
H 1.314 -4.502 -3.665
H 2.057 -0.681 -4.793
H 2.879 -1.161 -7.077
H 4.855 -4.672 -5.608
H 4.021 -4.176 -3.334
H 2.301 3.635 -1.202
H 3.307 5.882 -1.390
H 5.997 4.925 1.811
H 4.966 2.686 1.994
H 2.571 3.181 3.000
H 1.269 1.760 4.812
H -1.544 -2.731 4.768
H -2.249 -4.492 2.900
H -1.851 -0.054 5.312
H -1.988 -0.134 7.792
H 2.121 -1.361 7.978
H 2.232 -1.288 5.506
H 4.691 1.898 -1.781
H 4.497 -0.186 -3.436
F -1.657 1.718 0.191
Sb -1.445 3.337 3.080
F -3.579 3.289 3.068
F 0.441 4.354 2.508
F -1.915 5.136 3.785
F -0.693 3.111 4.877
F -1.893 1.202 3.446
Se -3.622 -0.367 0.229
F 0.839 2.231 -2.871
B -0.246 1.455 -2.796
F -0.256 0.385 -3.598
O -1.274 1.750 -2.018
P -2.435 2.422 -1.101
C -2.049 4.032 -0.373
C -2.972 4.712 0.417
C -2.627 5.923 0.996
C -1.361 6.447 0.791
C -0.433 5.754 0.028
C -0.771 4.545 -0.558
C -3.231 3.133 -2.685
C -3.092 2.512 -3.930
C -3.657 3.045 -5.080
C -4.384 4.225 -5.017
C -4.550 4.847 -3.790
C -3.984 4.306 -2.642
C -3.934 1.436 -0.608
C -5.107 1.398 -1.506
C -6.361 1.430 -1.031
C -6.639 1.572 0.384
C -5.638 1.588 1.273
C -4.246 1.431 0.856
H -3.925 4.252 0.651
H -3.323 6.412 1.662
H -1.071 7.361 1.290
H 0.580 6.124 -0.063
H -0.029 3.983 -1.112
H -2.553 1.576 -4.013
H -3.525 2.535 -6.027
H -4.812 4.655 -5.914
H -5.112 5.771 -3.718
H -4.130 4.819 -1.703
H -4.938 1.331 -2.570
H -7.190 1.386 -1.728
H -7.666 1.692 0.708
H -5.791 1.767 2.330
H -3.510 1.802 1.563

=====

3.
Below is a structure of composition C62H46BrClIrN2O3P2S, with properties calculated with ωB97M-V/def2-TZVPD.

lowest unoccupied orbital energy (alpha / beta): -7.97 / -7.89 eV
energy above the lowest of the compared OMol25 structures with the same formula, charge and spin: 0.0 kcal per mole
⟨S²⟩: 0.76
charge: +2
highest occupied orbital energy (alpha / beta): -12.489 / -12.484 eV
2S+1: 2
HOMO-LUMO gap (alpha / beta): 4.52 / 4.59 eV

CARTESIAN COORDINATES (ANGSTROEM)
Ir -0.660 0.219 0.926
O 1.986 -0.843 1.559
S 1.780 0.170 0.433
C 2.942 1.425 0.677
C 4.259 1.006 0.721
C 5.322 1.908 0.858
C 5.019 3.242 0.916
C 5.924 4.444 1.009
C 4.967 5.662 1.083
C 3.584 5.067 0.985
C 2.352 5.648 0.969
C 1.227 4.803 0.886
C 1.291 3.422 0.839
P -0.349 2.653 0.723
C -1.455 3.422 1.944
C -1.054 4.251 2.984
C -1.989 4.732 3.892
C -3.325 4.386 3.770
C -3.731 3.541 2.743
C -2.798 3.051 1.845
C -0.872 3.293 -0.897
C -0.053 2.959 -1.978
C -0.358 3.396 -3.253
C -1.478 4.197 -3.461
C -2.279 4.550 -2.388
C -1.983 4.095 -1.107
C 2.568 2.799 0.804
C 3.674 3.663 0.896
C 2.324 -0.764 -0.948
C 3.046 -0.195 -1.965
C 3.533 -0.960 -3.049
C 3.286 -2.303 -3.047
C 3.698 -3.392 -4.009
C 3.137 -4.703 -3.391
C 2.335 -4.251 -2.195
C 1.553 -4.938 -1.310
C 0.924 -4.205 -0.280
C 1.067 -2.846 -0.093
P 0.108 -2.051 1.220
C -1.680 -2.760 0.967
C -2.067 -2.488 -0.458
C -3.506 -2.727 -0.735
C -3.753 -4.183 -0.407
C -2.962 -4.855 0.476
C -1.987 -4.149 1.224
C 0.649 -2.880 2.761
C 1.999 -3.229 2.870
C 2.475 -3.874 3.998
C 1.620 -4.190 5.043
C 0.280 -3.862 4.951
C -0.202 -3.210 3.823
C 1.938 -2.135 -0.969
C 2.498 -2.864 -2.018
H 4.470 -0.053 0.650
H 6.339 1.544 0.896
H 6.574 4.495 0.134
H 6.576 4.375 1.879
H 5.147 6.373 0.278
H 5.083 6.211 2.018
H 2.215 6.720 1.020
H 0.253 5.278 0.854
H -0.012 4.512 3.108
H -1.667 5.375 4.700
H -4.049 4.761 4.480
H -4.772 3.261 2.647
H -3.112 2.374 1.055
H 0.825 2.337 -1.829
H 0.276 3.120 -4.086
H -1.717 4.546 -4.456
H -3.143 5.182 -2.543
H -2.624 4.382 -0.283
H 3.280 0.861 -1.922
H 4.104 -0.480 -3.832
H 4.781 -3.427 -4.125
H 3.283 -3.203 -5.000
H 3.944 -5.361 -3.066
H 2.532 -5.274 -4.095
H 1.397 -6.005 -1.384
H 0.303 -4.771 0.411
H -1.329 -2.593 -1.240
H -3.738 -2.555 -1.788
H -4.586 -4.700 -0.873
H -3.160 -5.894 0.700
H -1.515 -4.653 2.066
H 2.681 -2.990 2.069
H 3.525 -4.127 4.060
H 1.998 -4.694 5.922
H -0.399 -4.106 5.757
H -1.256 -2.982 3.809
Br -4.229 1.244 -2.856
C -2.899 0.343 -3.870
C -3.245 0.095 -5.193
C -2.355 -0.540 -6.043
C -1.108 -0.929 -5.570
C -0.785 -0.696 -4.246
C -1.667 -0.055 -3.369
C -1.215 0.098 -1.947
O -1.909 0.739 -1.117
O -0.151 -0.457 -1.593
H -4.217 0.403 -5.552
H -2.639 -0.727 -7.070
H -0.398 -1.410 -6.229
H 0.176 -0.998 -3.851
Cl 1.002 1.394 3.516
C -0.437 0.453 2.958
H -1.309 0.984 3.342
H -0.320 -0.491 3.485
N -7.188 -3.149 1.776
C -6.115 -2.753 1.675
C -4.780 -2.269 1.465
C -3.815 -2.327 2.368
C -2.470 -1.800 1.955
N -2.545 -0.533 1.193
C -3.507 -0.501 0.339
C -4.398 -1.722 0.110
H -3.958 -2.731 3.362
H -1.889 -1.588 2.841
H -3.672 0.394 -0.241
H -5.280 -1.455 -0.466

=====

- What is the formula in the first record?
  C62H158N10O22

=====

- Number 3 is which compound?
  C62H46BrClIrN2O3P2S

=====

- The highest energy above the lowest of the compared OMol25 structures with the same formula, charge and spin belongs to which entry?
  C62H39BF8I4N4OPSbSeTl